CH2F2N2 | ωB97M-V/def2-TZVPD

Structure (XYZ):
```
7
Properties=species:S:1:pos:R:3
N -0.61 0.00 0.93
C 0.06 0.06 -0.19
F -0.42 1.37 -0.99
N 1.04 -0.63 -0.56
F 1.60 -0.62 -1.85
H -0.18 -0.76 1.48
H -1.50 0.59 1.19
```

Computed properties:
LUMO: 0.0136 Ha
Frontier orbital gap: 10.60 eV
E_tot: -348.41899 a.u.
HOMO energy: -10.23 eV

---

CH2F2O2 | ωB97M-V/def2-TZVPD

Structure (XYZ):
```
7
Properties=species:S:1:pos:R:3
C 1.06 0.57 0.12
O 1.49 -0.64 0.35
O -1.10 0.20 -0.38
F 1.12 1.51 1.04
F 1.58 1.12 -1.08
H 0.87 -1.12 0.90
H -1.06 0.28 -1.38
```

Computed properties:
LUMO (spin up / spin down): -0.0274 / -0.0298 Ha
Frontier orbital gap (spin up / spin down): 9.62 / 9.47 eV
E_tot: -389.40277 a.u.
HOMO energy (spin up / spin down): -10.36 / -10.28 eV

---

Calculated ΔE to the lowest compared entry with this formula, charge and spin (kcal/mol), listed in the same order as above: 61.18 91.42